No. 1
Formula: C2H9ClSi2
Source: the OMol25 dataset
Level of theory: ωB97M-V/def2-TZVPD

Structure (XYZ):
```
14
Properties=species:S:1:pos:R:3:mulliken_charge:R:1
C 1.140 -0.182 1.499 -1.0128
C -1.431 1.437 -1.892 -1.0522
Si 0.575 -1.659 0.450 0.3598
Si -1.391 -1.121 -0.617 0.4039
Cl -1.800 -2.476 -2.078 -0.2389
H 2.224 -0.097 1.487 0.3050
H 0.733 0.759 1.144 0.3109
H 0.839 -0.301 2.537 0.3133
H -0.409 1.621 -2.162 0.3045
H -2.094 1.246 -2.712 0.3289
H -1.818 2.066 -1.116 0.3000
H 1.628 -2.010 -0.514 -0.1150
H 0.465 -2.827 1.346 -0.1153
H -2.648 -0.968 0.116 -0.0919
```

As for the energy above the lowest of the compared OMol25 structures with the same formula, charge and spin: 45.6 kcal per mole. As for the charge: 0. The value obtained for the HOMO-LUMO gap is 8.1 eV.

No. 2
Formula: C5H8N2
Source: the OMol25 dataset
Level of theory: ωB97M-V/def2-TZVPD

Structure (XYZ):
```
15
Properties=species:S:1:pos:R:3:mulliken_charge:R:1
C -0.576 1.298 -0.297 -1.3967
C -0.245 -0.164 -0.091 1.4328
C -1.382 -1.041 0.378 -1.3583
N 0.637 -0.809 -1.055 -0.7023
C 1.138 -0.576 0.307 -0.3920
C 2.155 0.434 0.516 0.0823
N 2.973 1.242 0.651 -0.4705
H 0.322 1.907 -0.407 0.3830
H -1.162 1.709 0.529 0.3561
H -1.170 1.399 -1.208 0.3265
H -2.229 -0.960 -0.312 0.3105
H -1.064 -2.087 0.401 0.3942
H -1.715 -0.748 1.380 0.3234
H 1.043 -0.125 -1.691 0.3321
H 1.274 -1.478 0.899 0.3790
```

Its SMILES is CC1(C)N[C@H]1C#N. As for the energy above the lowest of the compared OMol25 structures with the same formula, charge and spin: 27.6 kcal per mole. As for the charge: 0. The value obtained for the HOMO-LUMO gap is 10.9 eV.

No. 3
Formula: C42H59LaN5O4P3SSi
Source: the OMol25 dataset
Level of theory: ωB97M-V/def2-TZVPD

Structure (XYZ):
```
116
Properties=species:S:1:pos:R:3:mulliken_charge:R:1
La 0.427 0.099 -0.239 2.6044
C -2.931 2.447 -2.342 -1.1068
C -3.110 1.036 -2.909 0.6504
C -4.502 0.909 -3.548 -2.1201
P -2.457 -0.244 -1.702 0.9154
C -2.519 -1.866 -2.723 2.3765
C -3.279 -3.011 -2.055 -1.8111
C -2.920 -1.757 -4.196 -1.9613
C -3.706 -0.604 -0.393 0.9730
C -5.060 -0.329 -0.581 -0.9385
C -6.014 -0.741 0.337 -0.9435
C -5.620 -1.451 1.461 -1.0927
C -4.271 -1.679 1.680 -0.1506
C -3.284 -1.255 0.785 0.3442
Si -1.436 -1.240 1.372 -2.7505
C -0.771 -3.049 1.555 0.7350
C -1.672 -4.118 1.471 0.0537
C -1.258 -5.441 1.401 -0.8789
C 0.096 -5.734 1.410 -1.2829
C 1.016 -4.699 1.489 -0.4896
C 0.616 -3.363 1.563 0.5841
P 1.915 -2.042 1.568 0.4806
C 2.474 -1.978 3.365 0.6554
C 1.360 -1.462 4.253 -1.7076
C 3.014 -3.293 3.925 -1.5200
C 3.492 -2.833 0.922 0.5341
C 4.599 -1.777 1.081 -1.6610
C 3.422 -3.300 -0.528 -1.7824
C -1.677 -0.510 3.137 1.1588
C -1.834 -1.279 4.288 -0.0210
C -1.676 -0.731 5.554 -0.6786
C -1.287 0.593 5.680 -1.1131
C -1.204 1.397 4.551 -0.6081
C -1.475 0.879 3.288 -0.2521
P -1.904 1.890 1.808 1.5118
C -3.765 1.884 2.173 2.6286
C -4.520 2.792 1.203 -1.7520
C -4.239 2.133 3.603 -1.6102
C -1.319 3.647 2.103 0.4067
C -1.574 4.414 0.797 -1.2120
C -1.868 4.493 3.253 -1.7778
H -3.059 3.184 -3.139 0.5902
H -1.946 2.584 -1.907 -0.1608
H -3.682 2.652 -1.582 0.0581
H -2.355 0.922 -3.694 0.5566
H -5.212 1.560 -3.037 0.4990
H -4.899 -0.102 -3.533 0.4560
H -4.457 1.234 -4.589 0.3187
H -1.468 -2.144 -2.727 -1.3236
H -4.342 -2.786 -1.963 0.4100
H -2.892 -3.225 -1.058 0.4004
H -3.176 -3.914 -2.664 0.4409
H -3.997 -1.670 -4.322 0.4326
H -2.608 -2.671 -4.708 0.4595
H -2.437 -0.921 -4.700 0.3421
H -5.389 0.215 -1.452 0.0848
H -7.059 -0.514 0.170 0.4411
H -6.357 -1.793 2.177 0.3948
H -3.969 -2.172 2.599 0.2617
H -2.735 -3.904 1.449 0.1903
H -1.990 -6.239 1.341 0.4395
H 0.437 -6.761 1.354 0.4226
H 2.070 -4.948 1.478 0.4385
H 3.276 -1.235 3.361 0.6998
H 0.570 -2.205 4.313 0.4145
H 0.939 -0.533 3.866 0.0775
H 1.726 -1.277 5.265 0.5431
H 2.339 -4.123 3.709 0.2502
H 3.092 -3.209 5.011 0.4777
H 4.006 -3.535 3.544 0.3129
H 3.729 -3.693 1.549 0.6963
H 4.233 -0.787 0.795 0.1810
H 5.444 -2.017 0.434 0.4648
H 4.968 -1.726 2.105 0.3297
H 2.640 -4.047 -0.677 0.1995
H 4.376 -3.750 -0.814 0.6294
H 3.241 -2.453 -1.180 0.2142
H -2.036 -2.342 4.191 0.3454
H -1.805 -1.347 6.436 0.3612
H -1.082 1.012 6.657 0.4308
H -0.940 2.439 4.665 0.4134
H -4.024 0.852 1.928 -1.4905
H -4.408 3.844 1.472 0.3289
H -5.586 2.553 1.216 0.4070
H -4.157 2.656 0.187 0.2712
H -4.076 3.163 3.916 0.2818
H -3.756 1.471 4.318 0.3063
H -5.314 1.937 3.645 0.4626
H -0.236 3.523 2.225 0.6081
H -2.641 4.606 0.665 0.2585
H -1.217 3.873 -0.070 -0.0118
H -1.053 5.373 0.813 0.4761
H -2.906 4.768 3.067 0.2876
H -1.286 5.416 3.304 0.4928
H -1.814 4.013 4.227 0.3830
O 2.490 2.288 -1.813 -0.2503
S 1.387 2.661 -0.762 0.8786
O 1.382 4.076 -0.643 -0.6349
O 1.668 1.922 0.493 -0.7689
O 0.132 2.080 -1.303 -0.6307
N 0.644 -3.824 -3.081 0.4507
C 0.214 -3.431 -1.880 -1.7157
N 0.681 -2.230 -1.632 2.0217
C 1.437 -1.925 -2.744 0.6269
N 1.425 -2.882 -3.645 -0.9963
C 2.272 -0.721 -2.800 -0.1628
C 2.948 -0.394 -3.944 -0.8575
N 4.050 0.408 -3.860 -0.5476
C 4.286 1.020 -2.757 -0.6592
C 3.315 1.033 -1.628 -0.0511
N 2.514 -0.136 -1.592 0.0683
H 0.466 -4.685 -3.565 0.2223
H -0.416 -4.020 -1.228 0.1523
H 2.744 -0.875 -4.889 0.4930
H 5.229 1.545 -2.645 0.4371
H 3.803 1.184 -0.665 0.2780
```

As for the charge: 0. The value obtained for the HOMO-LUMO gap is 7.2 eV.

No. 4
Formula: C4H8O2
Source: the OMol25 dataset
Level of theory: ωB97M-V/def2-TZVPD

Structure (XYZ):
```
14
Properties=species:S:1:pos:R:3:mulliken_charge:R:1
O 0.997 -0.105 -1.810 -0.6827
C 0.471 0.374 -0.709 0.5209
C -0.660 -0.393 -0.188 -0.5631
C -0.941 -0.017 1.252 -0.3890
O 0.302 0.557 1.651 -0.3703
C 1.247 0.178 0.659 -0.4867
H -0.434 -0.235 -2.358 0.0412
H 0.225 1.456 -0.681 0.2647
H -0.759 -1.437 -0.478 0.3921
H -1.229 -0.225 -2.047 0.0844
H -1.179 -0.896 1.866 0.2936
H -1.743 0.720 1.378 0.2569
H 2.087 0.873 0.690 0.3212
H 1.616 -0.850 0.775 0.3169
```

As for the energy above the lowest of the compared OMol25 structures with the same formula, charge and spin: 148.2 kcal per mole. As for the charge: 0. The value obtained for the HOMO-LUMO gap (alpha / beta) is 8.0 / 7.9 eV.

No. 5
Formula: C6H20N3O3PRb
Source: the OMol25 dataset
Level of theory: ωB97M-V/def2-TZVPD

Structure (XYZ):
```
34
Properties=species:S:1:pos:R:3:mulliken_charge:R:1
Rb 0.251 -3.084 -2.495 0.8436
O -0.019 -5.707 -3.552 -0.9420
H -0.030 -6.392 -4.218 0.0274
O -2.526 -2.826 -1.991 -1.0253
H -2.851 -1.933 -2.150 0.1245
O 0.512 -0.348 -1.471 -0.8543
P 0.239 0.318 -0.175 0.3909
N 0.718 -0.537 1.196 0.2873
C 2.088 -1.058 1.163 -1.0566
C 0.249 -0.269 2.530 -1.2466
N -1.400 0.638 0.026 0.2638
C -2.261 -0.446 0.503 -0.9595
C -2.038 1.496 -0.990 -1.0416
N 0.997 1.849 -0.034 0.3453
C 0.793 2.698 1.127 -1.0693
C 2.153 2.046 -0.876 -1.0621
H 2.085 -2.060 1.599 0.3732
H 2.791 -0.500 1.796 0.3154
H 2.434 -0.975 0.134 0.3226
H -0.334 0.650 2.673 0.3904
H 1.075 -0.098 3.227 0.3386
H -0.436 -1.028 2.925 0.3445
H -3.269 -0.064 0.649 0.3356
H -2.218 -1.291 -0.204 0.4513
H -1.927 -0.907 1.436 0.1104
H -2.305 0.770 -1.775 0.3481
H -3.020 1.762 -0.595 0.3609
H -1.457 2.292 -1.435 0.3090
H -0.272 2.713 1.368 0.2849
H 1.329 2.279 1.982 0.2478
H 1.058 3.723 0.872 0.4750
H 2.753 1.135 -0.978 0.2840
H 2.875 2.714 -0.389 0.4260
H 1.964 2.438 -1.878 0.2570
```

As for the energy above the lowest of the compared OMol25 structures with the same formula, charge and spin: 0.0 kcal per mole. As for the charge: -1. The value obtained for the HOMO-LUMO gap is 4.9 eV.

No. 6
Formula: CH5N2O2
Source: the OMol25 dataset
Level of theory: ωB97M-V/def2-TZVPD

Structure (XYZ):
```
10
Properties=species:S:1:pos:R:3:mulliken_charge:R:1
C 0.414 -0.595 1.076 -0.6449
N 0.505 -0.299 -0.283 -0.1201
N -0.412 0.349 -0.714 0.4592
O -0.739 1.014 -1.907 -0.1044
O -0.123 0.875 -3.152 -0.2159
H -0.567 -0.879 1.473 0.3346
H 0.855 0.278 1.582 0.3570
H 1.010 -1.499 1.342 0.2972
H -1.194 0.712 -0.150 0.2732
H -0.782 1.216 -3.727 0.3643
```

Its SMILES is C/N=[NH+]/OO. As for the energy above the lowest of the compared OMol25 structures with the same formula, charge and spin: 123.1 kcal per mole. As for the charge: +1. The value obtained for the HOMO-LUMO gap is 10.1 eV.

No. 7
Formula: C11H14BN7SV
Source: the OMol25 dataset
Level of theory: ωB97M-V/def2-TZVPD

Structure (XYZ):
```
35
Properties=species:S:1:pos:R:3:mulliken_charge:R:1
C 3.249 0.300 0.701 -0.1830
N 1.912 0.320 0.322 -0.3474
N 1.929 0.109 -1.077 0.1371
C 3.192 -0.066 -1.493 -0.0056
C 4.066 0.039 -0.406 -0.9647
B 0.604 0.167 -1.916 0.3783
N -0.444 -0.973 -1.640 0.1280
N -1.119 -1.064 -0.412 -0.2886
C -2.018 -2.106 -0.566 -0.0803
C -1.882 -2.677 -1.839 -1.0416
C -0.888 -1.928 -2.475 -0.0214
V 0.009 0.067 0.975 1.2767
N -0.091 1.521 -1.603 0.2306
N -0.495 1.703 -0.269 -0.1962
C -1.066 2.938 -0.234 -0.2430
C -1.032 3.532 -1.505 -0.9605
C -0.406 2.601 -2.337 -0.0114
H -1.463 3.315 0.698 0.4692
H -0.164 2.627 -3.392 0.4754
H -1.405 4.499 -1.789 0.4294
H 0.907 0.111 -3.069 -0.0440
H -0.459 -2.006 -3.462 0.4765
H 3.374 -0.255 -2.540 0.4729
H -2.417 -3.515 -2.257 0.4106
H 5.140 -0.064 -0.439 0.4160
H -2.688 -2.386 0.246 0.4539
H 3.531 0.454 1.741 0.4588
H -1.816 -0.707 2.680 0.1130
C -2.006 -1.481 3.441 -1.0247
H -2.840 -2.080 3.103 0.2821
H -1.112 -2.101 3.555 0.4497
H -2.231 -0.984 4.392 0.2962
S 0.016 0.012 5.720 0.0309
C 0.039 0.028 4.182 0.7268
N 0.074 0.050 2.965 -0.6999
```

The expectation value of S² is 3.7896. As for the energy above the lowest of the compared OMol25 structures with the same formula, charge and spin: 0.0 kcal per mole. As for the charge: +2. The value obtained for the HOMO-LUMO gap (alpha / beta) is 6.7 / 4.4 eV. The spin multiplicity is 4.

No. 8
Formula: C6H11NO2
Source: the OMol25 dataset
Level of theory: ωB97M-V/def2-TZVPD

Structure (XYZ):
```
20
Properties=species:S:1:pos:R:3:mulliken_charge:R:1
C 2.429 1.618 -0.246 -1.0889
C 1.229 1.215 0.574 0.6194
O 0.504 2.021 1.141 -0.6264
N 1.046 -0.132 0.672 -0.4301
C 0.138 -0.800 0.118 0.8004
C 0.098 -2.282 0.320 -1.3295
C -1.072 -0.186 -0.703 0.1630
C -2.292 -0.157 0.224 -1.3187
O -0.788 1.068 -1.222 -0.5682
H 2.359 1.210 -1.248 0.2898
H 3.334 1.241 0.229 0.3474
H 2.494 2.694 -0.285 0.3149
H 1.002 -2.618 0.820 0.3765
H -0.752 -2.552 0.943 0.3244
H -0.009 -2.796 -0.635 0.3248
H -1.253 -0.840 -1.564 0.3709
H -2.670 -1.159 0.410 0.3992
H -2.025 0.311 1.174 0.3023
H -3.077 0.427 -0.255 0.3696
H -0.695 1.717 -0.467 0.3594
```

Its SMILES is CC(=O)/N=C(/C)[C@@H](C)O. As for the energy above the lowest of the compared OMol25 structures with the same formula, charge and spin: 22.1 kcal per mole. As for the charge: 0. The value obtained for the HOMO-LUMO gap is 10.4 eV.

Number 1: strongest force on any atom 0.0621 hartree/bohr, calculated total energy -30496.2133 eV. Number 2: strongest force on any atom 0.0217 hartree/bohr, calculated total energy -8293.7983 eV. Number 3: strongest force on any atom 0.0537 hartree/bohr, calculated total energy -107593.5433 eV. Number 4: strongest force on any atom 0.0067 hartree/bohr, calculated total energy -8366.8538 eV. Number 5: strongest force on any atom 0.0515 hartree/bohr, calculated total energy -27103.7188 eV. Number 6: strongest force on any atom 0.0801 hartree/bohr, calculated total energy -8178.9572 eV. Number 7: strongest force on any atom 0.0988 hartree/bohr, calculated total energy -59247.9468 eV. Number 8: strongest force on any atom 0.0325 hartree/bohr, calculated total energy -11985.3106 eV.